Molecular formula: C75H87N12O9
Method: DFT, wB97M-V/def2-TZVPD

Output
E_tot, eV: -115380.32132
Orbital gap, eV: 3.7781
Highest occupied orbital energy, eV: -22.56

Structure (ORCA input):
```
! RIJCOSX wB97M-V def2-TZVPD def2/J DEFGRID3
* xyz 9 1
C -4.1355 6.2901 -2.9280
N -3.8085 4.8677 -2.9719
C -2.7121 4.4157 -2.2465
C -2.2444 3.1438 -2.5392
C -2.8362 2.3320 -3.5367
C -3.8604 2.9049 -4.3243
C -4.4176 4.1756 -3.9763
C -2.2676 0.9497 -3.9157
C -3.1788 0.0412 -4.5091
C -2.7320 -1.2734 -4.8864
N -1.4613 -1.6215 -4.6730
C -0.5494 -0.7587 -4.2247
C -0.9635 0.4818 -3.7981
C -1.0803 -3.0609 -4.9926
H -4.0380 6.6069 -1.8896
H -5.1722 6.4711 -3.2117
H -3.4056 6.9178 -3.4391
H -2.1571 4.9975 -1.5255
H -1.4335 2.7271 -1.9602
H -4.4293 2.4504 -5.1220
H -5.2586 4.6056 -4.5000
H -4.1711 0.3539 -4.7990
H -3.2935 -2.0155 -5.4345
H 0.4406 -1.1720 -4.1005
H -0.2406 1.1383 -3.3369
H -2.0365 -3.5772 -5.0778
H -0.5869 -3.5453 -4.1500
H -0.4389 -3.0363 -5.8736
C 0.2952 4.3460 0.9838
N -0.5056 3.8840 2.0951
C -0.4163 4.6255 3.2373
C -1.0784 4.1129 4.3682
C -1.8822 3.0068 4.3522
C -2.0800 2.4124 3.0961
C -1.4667 2.8756 1.9461
C -2.5379 2.4034 5.5457
C -3.7967 1.7858 5.5023
C -4.2404 1.0759 6.6455
N -3.4302 0.9853 7.7689
C -2.1956 1.5546 7.8361
C -1.7878 2.3181 6.6993
C -3.8853 0.0661 8.8740
H 0.6280 3.5030 0.3782
H 1.2525 4.6379 1.4155
H -0.1088 5.1956 0.4333
H 0.2791 5.4506 3.2833
H -1.0966 4.6285 5.3171
H -2.6799 1.5210 2.9870
H -1.4510 2.3720 0.9908
H -4.3960 1.8429 4.6057
H -5.2338 0.6560 6.7026
H -1.5865 1.5757 8.7277
H -0.8784 2.8722 6.8792
H -3.1074 -0.6430 9.1568
H -4.7641 -0.4830 8.5361
H -4.1370 0.6517 9.7582
C -0.2120 -7.5764 -2.8266
N -0.9305 -6.3398 -2.3861
C -2.1744 -6.0489 -2.8306
C -2.8661 -4.9174 -2.4317
C -2.3313 -4.0559 -1.4654
C -0.9930 -4.2858 -1.0954
C -0.2994 -5.4269 -1.5522
C -3.0874 -2.8899 -0.9906
C -2.4316 -1.6566 -1.0357
C -3.0783 -0.4755 -0.6717
N -4.3658 -0.5376 -0.3302
C -5.0768 -1.6444 -0.2964
C -4.4322 -2.8842 -0.6803
C -5.0834 0.6742 -0.0312
H 0.7144 -7.3066 -3.3337
H -0.7044 -8.1313 -3.6252
H 0.0951 -8.0673 -1.9031
H -2.5572 -6.8062 -3.4987
H -3.9077 -4.7448 -2.6595
H -0.5742 -3.5680 -0.4056
H 0.7432 -5.5921 -1.3238
H -1.4519 -1.5338 -1.4732
H -2.6962 0.5346 -0.6620
H -6.1198 -1.5895 -0.0213
H -4.9735 -3.8169 -0.7388
H -6.1665 0.5539 -0.0092
H -4.8387 1.3885 -0.8174
H -4.7688 1.0561 0.9400
C -2.0428 -6.0145 6.5503
N -0.9173 -5.3274 5.8502
C 0.3671 -5.7334 6.0685
C 1.4721 -5.1300 5.3932
C 1.2926 -4.1930 4.3921
C -0.0322 -3.7608 4.2081
C -1.1490 -4.2371 4.9764
C 2.3961 -3.7207 3.4917
C 2.0973 -3.3997 2.1676
C 3.1157 -2.9007 1.3747
N 4.3693 -2.7784 1.8739
C 4.7090 -3.1722 3.0714
C 3.6980 -3.6763 3.8941
C 5.4800 -2.4090 0.9302
H -2.9155 -6.1550 5.9126
H -2.4133 -5.4679 7.4174
H -1.6701 -6.9792 6.8947
H 0.4048 -6.5309 6.7958
H 2.4580 -5.5402 5.5549
H -0.1975 -2.9776 3.4831
H -2.1249 -3.7747 4.9676
H 1.0874 -3.4686 1.7910
H 3.0610 -2.7260 0.3103
H 5.7675 -3.0869 3.2683
H 3.9879 -3.9122 4.9074
H 6.0550 -3.3210 0.7701
H 6.0129 -1.5792 1.3945
H 5.0649 -1.9592 0.0283
C 0.5055 -0.4953 5.3609
N 1.5738 0.0668 4.4766
C 2.8835 -0.0982 4.8726
C 3.9431 0.2785 4.0579
C 3.7582 0.7295 2.7654
C 2.4019 0.9816 2.4920
C 1.3067 0.6372 3.2898
C 4.8482 1.1198 1.8791
C 6.1108 1.5153 2.3409
C 7.0545 2.0590 1.5155
N 6.8467 2.1576 0.1741
C 5.6326 1.8557 -0.3342
C 4.6841 1.2696 0.5214
C 7.8555 2.7689 -0.7723
H 0.0891 0.3272 5.9425
H 1.0080 -1.3141 5.8759
H -0.3188 -0.8957 4.7707
H 3.0690 -0.4830 5.8645
H 4.9415 0.0952 4.4267
H 2.1232 1.4277 1.5488
H 0.3142 1.0130 3.0896
H 6.3250 1.5372 3.3992
H 8.0591 2.3543 1.7796
H 5.3702 2.0776 -1.3581
H 3.7154 1.0233 0.1123
H 8.0847 3.7962 -0.4892
H 7.5361 2.7907 -1.8143
H 8.8200 2.2611 -0.7693
C -1.0062 7.1198 -7.7657
N -0.3873 5.9555 -7.2415
C 0.3853 5.1405 -8.0196
C 0.9051 3.9532 -7.5233
C 0.6680 3.6021 -6.2143
C -0.1433 4.3977 -5.4374
C -0.5921 5.5895 -5.9561
C 1.3584 2.4503 -5.6524
C 2.0426 2.6644 -4.4395
C 2.8144 1.6730 -3.8958
N 2.9623 0.4783 -4.5936
C 2.3942 0.2785 -5.8046
C 1.5249 1.2718 -6.3263
C 3.8109 -0.5619 -4.0360
H -1.7345 7.5096 -7.0546
H -1.6850 6.6955 -8.5054
H -0.2197 7.7235 -8.2185
H 0.5317 5.5258 -9.0179
H 1.6636 3.4797 -8.1291
H -0.3387 4.1396 -4.4071
H -1.1252 6.2851 -5.3249
H 1.9794 3.6014 -3.9063
H 3.2750 1.7848 -2.9254
H 2.4577 -0.6989 -6.2596
H 1.1189 1.1373 -7.3180
H 4.7253 -0.4561 -4.6198
H 3.4008 -1.5693 -4.1072
H 3.9558 -0.4093 -2.9666
O 1.4259 -2.8000 -2.6800
C 2.4701 -3.5998 -2.5238
O 3.4757 -3.2697 -1.9424
O 2.4069 -4.7609 -2.9765
H 1.5770 -1.9704 -2.2211
O -2.7815 -2.4663 3.1323
C -2.8028 -1.1402 2.7791
O -1.7450 -0.7889 2.2041
O -3.8350 -0.4360 2.8914
H -1.9720 -2.4444 2.6167
O 0.5173 -1.0117 0.6393
C 0.7293 -0.0883 -0.3265
O -0.1224 0.7737 -0.4906
O 1.6268 -0.2761 -1.1437
H -0.3636 -0.7625 0.9284
*
```

Löwdin atomic charge list, values in e, 99 entries: C 0.033; N -0.067; C 0.031; C 0.000; C -0.100; C 0.074; C 0.083; C -0.107; C 0.082; C 0.057; N -0.052; C -0.003; C 0.019; C 0.090; H 0.116; H 0.131; H 0.118; H 0.141; H 0.104; H 0.135; H 0.168; H 0.126; H 0.158; H 0.127; H 0.109; H 0.099; H 0.088; H 0.131; C -0.003; N -0.088; C 0.073; C 0.062; C -0.122; C 0.034; C 0.042; C -0.138; C 0.080; C 0.086; N -0.049; C 0.059; C 0.023; C 0.062; H 0.088; H 0.108; H 0.114; H 0.163; H 0.149; H 0.089; H 0.113; H 0.135; H 0.159; H 0.164; H 0.132; H 0.113; H 0.110; H 0.130; C 0.073; N -0.036; C 0.036; C 0.036; C -0.149; C 0.042; C 0.057; C -0.140; C 0.040; C -0.005; N -0.094; C 0.078; C 0.112; C 0.030; H 0.116; H 0.124; H 0.125; H 0.162; H 0.135; H 0.108; H 0.138; H 0.117; H 0.122; H 0.166; H 0.146; H 0.127; H 0.097; H 0.103; C 0.055; N -0.055; C 0.086; C 0.077; C -0.138; C 0.012; C 0.081; C -0.133; C 0.058; C 0.041; N -0.069; C 0.016; C 0.054; C 0.073; H 0.119